(1)
{"formula": "C5H12N2O2", "method": "the ωB97M-V functional and the def2-TZVPD basis", "symbols": ["C", "C", "C", "C", "N", "C", "N", "O", "O", "H", "H", "H", "H", "H", "H", "H", "H", "H", "H", "H", "H"], "positions_angstrom": [[0.545, -0.646, -0.429], [0.653, -2.146, -0.662], [1.600, 0.108, -1.220], [-2.482, 1.046, 0.726], [-0.789, -0.187, -0.535], [-1.110, 1.044, 0.101], [1.440, 0.840, 1.602], [0.724, -0.333, 1.190], [-0.475, 2.075, -0.089], [-1.484, -0.911, -0.421], [1.091, 1.583, 0.977], [1.041, 1.053, 2.518], [1.634, -2.505, -0.336], [0.531, -2.391, -1.723], [-0.108, -2.695, -0.097], [1.477, 1.190, -1.174], [2.590, -0.120, -0.806], [1.574, -0.188, -2.275], [-3.228, 1.355, -0.010], [-2.743, 0.060, 1.119], [-2.481, 1.768, 1.545]], "forces_ev_per_angstrom": [[0.8538, 1.0390, 2.1914], [0.0351, -0.0033, 0.6380], [0.2744, 0.2990, 0.2597], [0.1899, -0.0182, 0.6283], [-0.5363, 0.8425, -0.3992], [-0.6688, 0.1487, -2.2910], [0.7241, 0.4851, -0.9924], [-0.2493, -1.5414, -1.4370], [-0.3938, -1.1858, 0.7326], [0.1394, 0.1178, 0.2822], [0.2594, -0.2026, 0.6148], [-0.0509, -0.2811, -0.1963], [-0.1831, 0.1536, -0.0762], [-0.0043, 0.2547, 0.1344], [0.0942, 0.1122, 0.0058], [-0.1514, -0.1716, 0.0165], [-0.2306, -0.0956, -0.1202], [-0.1005, -0.0567, 0.2072], [0.1366, -0.0010, -0.0140], [-0.0401, 0.1618, -0.0433], [-0.0979, -0.0572, -0.1413]], "mulliken_charge": [1.1177, -1.6119, -1.3740, -1.2575, -0.2443, 0.7837, -0.5586, -0.3000, -0.6305, 0.2811, 0.2783, 0.2789, 0.3716, 0.3685, 0.4009, 0.3207, 0.3561, 0.4101, 0.2886, 0.3912, 0.3293], "e_above_lowest_kcal_mol": 75.9, "smiles": "CC(=O)NC(C)(C)ON", "gap_ev": 8.9, "e_tot_ha": -457.62789, "e_homo_ev": -8.13}

***

(2)
{"formula": "C39H50N3PS2W", "method": "the ωB97M-V functional and the def2-TZVPD basis", "symbols": ["W", "C", "C", "C", "C", "C", "C", "C", "C", "C", "C", "C", "C", "C", "C", "C", "C", "C", "C", "C", "C", "C", "P", "C", "C", "C", "C", "C", "C", "C", "C", "H", "H", "H", "H", "H", "H", "H", "H", "H", "H", "H", "H", "H", "H", "H", "H", "H", "H", "H", "H", "H", "H", "H", "H", "H", "H", "H", "H", "H", "H", "H", "H", "H", "H", "H", "H", "H", "H", "H", "H", "H", "H", "H", "H", "H", "S", "C", "S", "C", "C", "N", "C", "N", "N", "C", "C", "C", "C", "C", "C", "H", "H", "H", "H", "H"], "positions_angstrom": [[0.592, -0.405, 0.000], [1.359, 4.651, -3.000], [1.976, 3.455, -2.273], [2.389, 2.367, -3.265], [1.034, 2.910, -1.225], [-0.139, 2.273, -1.579], [-1.042, 1.745, -0.644], [-2.467, 1.450, -1.136], [-2.604, 1.359, -2.661], [-3.433, 2.570, -0.705], [-0.686, 1.740, 0.741], [0.492, 2.480, 1.106], [1.307, 3.030, 0.130], [0.775, 2.901, 2.544], [2.245, 2.831, 2.963], [0.314, 4.354, 2.741], [-1.685, 1.417, 1.835], [-2.466, 2.479, 2.301], [-3.398, 2.320, 3.307], [-3.584, 1.067, 3.874], [-2.812, 0.009, 3.437], [-1.845, 0.162, 2.438], [-0.728, -1.210, 1.943], [0.293, -1.539, 3.495], [-0.467, -1.840, 4.796], [1.083, -0.266, 3.797], [1.240, -2.702, 3.178], [-1.846, -2.711, 1.606], [-1.088, -3.730, 0.735], [-2.316, -3.500, 2.838], [-3.127, -2.218, 0.914], [2.056, 5.060, -3.733], [1.090, 5.445, -2.302], [0.453, 4.351, -3.532], [2.872, 3.803, -1.748], [1.539, 2.045, -3.870], [2.782, 1.480, -2.762], [3.154, 2.742, -3.947], [-0.396, 2.193, -2.625], [-2.817, 0.519, -0.680], [-2.577, 2.360, -3.101], [-3.576, 0.926, -2.900], [-1.850, 0.742, -3.139], [-3.015, 3.549, -0.950], [-3.680, 2.545, 0.350], [-4.365, 2.462, -1.261], [2.186, 3.583, 0.441], [0.186, 2.273, 3.209], [2.827, 3.625, 2.492], [2.723, 1.888, 2.718], [2.319, 2.979, 4.042], [0.881, 5.020, 2.086], [0.499, 4.662, 3.771], [-0.742, 4.501, 2.532], [-2.343, 3.449, 1.841], [-3.985, 3.167, 3.638], [-4.323, 0.918, 4.651], [-2.964, -0.962, 3.886], [-1.123, -1.018, 5.079], [0.285, -1.927, 5.585], [-1.034, -2.763, 4.793], [0.423, 0.500, 4.205], [1.583, 0.130, 2.923], [1.834, -0.488, 4.560], [0.710, -3.653, 3.132], [1.982, -2.782, 3.977], [1.760, -2.559, 2.229], [-0.359, -4.280, 1.331], [-0.564, -3.286, -0.102], [-1.810, -4.453, 0.347], [-1.499, -4.003, 3.350], [-2.988, -4.280, 2.472], [-2.879, -2.905, 3.556], [-2.943, -1.595, 0.044], [-3.763, -1.669, 1.608], [-3.682, -3.094, 0.571], [1.633, -1.985, -1.518], [0.144, -2.197, -2.378], [-1.137, -1.281, -1.658], [-0.014, -2.977, -3.484], [-1.285, -3.093, -4.123], [-2.313, -3.185, -4.631], [1.094, -3.689, -4.038], [1.989, -4.262, -4.478], [2.183, -0.203, 0.704], [3.460, 0.161, 1.090], [4.092, -0.424, 2.189], [5.336, 0.034, 2.592], [5.971, 1.054, 1.895], [5.363, 1.606, 0.776], [4.116, 1.163, 0.369], [3.603, -1.229, 2.718], [5.820, -0.415, 3.450], [6.944, 1.405, 2.213], [5.868, 2.381, 0.214], [3.635, 1.577, -0.508]], "forces_ev_per_angstrom": [[-0.0258, -0.8046, -0.2355], [-0.0177, 0.0079, -0.0133], [-0.0034, 0.0270, 0.0266], [-0.0015, -0.0430, -0.0325], [0.0313, -0.0356, 0.0323], [-0.1336, -0.0446, -0.0403], [-0.1627, 0.1725, -0.0170], [0.0093, -0.0168, 0.0160], [0.0011, -0.0285, 0.0143], [-0.0089, -0.0038, 0.0103], [0.1507, 0.2066, 0.0678], [-0.0528, 0.0195, 0.0533], [0.0168, -0.0064, -0.0432], [-0.0440, -0.0125, -0.0124], [0.0118, -0.0131, 0.0013], [-0.0062, 0.0301, 0.0164], [-0.0436, 0.0220, -0.0005], [0.0292, -0.0114, 0.0208], [0.0063, 0.0136, 0.0001], [-0.0032, -0.0073, -0.0072], [-0.0101, -0.0188, 0.0169], [0.0038, -0.0009, 0.0041], [-0.1057, 0.0662, -0.0666], [0.0308, -0.0319, 0.0313], [-0.0178, 0.0139, -0.0057], [0.0368, 0.0061, -0.0015], [0.0383, 0.0242, 0.0070], [-0.0529, -0.0497, 0.0638], [-0.0100, 0.0333, 0.0384], [-0.0075, 0.0241, -0.0208], [0.0099, -0.0308, -0.0146], [0.0088, -0.0069, 0.0035], [0.0013, -0.0014, 0.0042], [0.0028, -0.0006, 0.0003], [0.0036, -0.0013, -0.0039], [-0.0062, 0.0071, 0.0043], [0.0095, 0.0151, 0.0199], [0.0051, 0.0034, 0.0038], [-0.0113, 0.0667, -0.0143], [0.0169, 0.0012, -0.0137], [0.0171, 0.0011, -0.0027], [-0.0022, 0.0012, 0.0040], [0.0030, -0.0141, 0.0090], [0.0104, 0.0030, 0.0106], [-0.0116, -0.0008, -0.0264], [-0.0016, -0.0018, -0.0085], [0.0033, 0.0046, -0.0109], [0.0189, -0.0207, 0.0165], [0.0018, -0.0026, -0.0040], [-0.0073, -0.0555, 0.0088], [-0.0091, 0.0087, -0.0011], [0.0033, -0.0087, -0.0079], [-0.0030, -0.0087, 0.0020], [-0.0023, -0.0090, -0.0084], [-0.0109, 0.0031, -0.0007], [-0.0032, 0.0010, 0.0010], [-0.0030, -0.0012, 0.0032], [0.0047, 0.0312, -0.0048], [0.0020, -0.0110, 0.0013], [0.0071, 0.0002, -0.0014], [0.0137, 0.0040, -0.0131], [-0.0177, 0.0082, -0.0021], [0.0106, 0.0212, 0.0078], [0.0169, 0.0056, -0.0146], [-0.0245, -0.0140, 0.0011], [0.0032, -0.0002, -0.0090], [0.0027, 0.0104, 0.0026], [0.0234, 0.0051, 0.0022], [-0.0243, 0.0105, -0.0158], [0.0020, -0.0063, -0.0022], [0.0145, -0.0042, -0.0070], [-0.0112, 0.0021, 0.0019], [0.0160, -0.0236, -0.0076], [0.0156, 0.0056, 0.0004], [0.0032, -0.0023, -0.0070], [-0.0082, 0.0103, -0.0204], [0.0920, -0.0426, 0.0206], [-0.0655, 0.0476, 0.0123], [0.0216, 0.0647, -0.1465], [0.1082, 0.0294, 0.0758], [-0.0496, -0.0212, -0.0180], [-0.0137, 0.0097, -0.0092], [-0.0079, -0.0219, -0.0133], [0.0139, -0.0039, -0.0092], [-0.0540, 0.6969, 0.6046], [0.1520, -0.3096, -0.3402], [0.0272, 0.0341, -0.0521], [-0.0080, -0.0091, -0.0035], [0.0250, 0.0049, 0.0192], [-0.0269, -0.0060, -0.0212], [0.0861, 0.0134, 0.0515], [-0.0233, -0.0110, 0.0149], [-0.0065, -0.0048, 0.0032], [0.0011, -0.0030, 0.0016], [-0.0077, 0.0044, -0.0072], [-0.0162, -0.0149, 0.0061]], "mulliken_charge": [0.7332, -1.5736, -0.2286, -1.4612, 0.1015, 0.0757, 0.9824, 1.3355, -2.2570, -1.4412, -1.0023, 2.7685, -0.9013, 0.0225, -1.6464, -1.4076, -0.6297, -0.6552, -1.6138, -1.0520, -0.2191, 0.2874, 0.0564, 2.1956, -1.8559, -1.6222, -2.1181, 2.3470, -1.4932, -2.0768, -1.5209, 0.4533, 0.3851, 0.2790, 0.4549, 0.3448, 0.2888, 0.4515, 0.5796, -0.5879, 0.4871, 0.4488, 0.4105, 0.2862, 0.4241, 0.4712, 0.4243, -0.1323, 0.4599, 0.1673, 0.4737, 0.3239, 0.4660, 0.2564, 1.0879, 0.4255, 0.5183, 0.2003, 0.4045, 0.5412, 0.2856, 0.2636, -0.4716, 0.7964, 0.4081, 0.5449, 0.2322, 0.2857, 0.1288, 0.5363, 0.4421, 0.5707, 0.2724, 0.1071, 0.2774, 0.5690, -0.6118, 0.6859, -0.7684, 0.6123, 0.0014, -0.5313, -0.2638, -0.5211, 1.2647, -0.3992, 0.2587, -0.7814, -0.5314, -0.8134, 0.2084, 0.3037, 0.4120, 0.4109, 0.4114, 0.4805], "e_above_lowest_kcal_mol": 4.8, "gap_ev": [6.4, 6.4], "e_tot_ha": -2885.20334, "e_homo_ev": [-7.03, -7.04]}

***

(3)
{"formula": "C23H27N3O2", "method": "the ωB97M-V functional and the def2-TZVPD basis", "symbols": ["C", "C", "N", "C", "C", "C", "C", "C", "C", "C", "C", "C", "C", "C", "O", "N", "C", "H", "C", "N", "C", "C", "H", "H", "H", "H", "C", "C", "C", "C", "C", "C", "H", "H", "H", "H", "H", "H", "H", "H", "H", "H", "H", "H", "H", "H", "O", "H", "H", "H", "H", "H", "H", "H", "H"], "positions_angstrom": [[3.722, 4.690, 1.031], [2.727, 3.621, 1.521], [2.440, 3.593, 2.880], [1.613, 2.875, 3.365], [1.546, 2.952, 4.655], [0.464, 2.276, 5.341], [-0.317, 1.445, 4.554], [0.032, 1.073, 3.338], [0.957, 1.944, 2.720], [1.176, 1.942, 1.225], [2.054, 2.818, 0.935], [2.244, 2.517, -0.502], [1.384, 1.515, -1.004], [0.908, 0.844, -2.086], [1.953, 0.892, -3.006], [-0.240, 0.350, -2.369], [-1.290, 0.083, -1.624], [-1.203, 0.709, -0.594], [-1.459, -1.612, -1.065], [-1.743, -2.123, -2.306], [-0.405, -2.051, -3.191], [-0.455, -0.408, -3.456], [0.445, -0.392, -4.107], [-1.376, -0.078, -4.045], [-0.538, -2.799, -3.955], [0.400, -2.463, -2.778], [-2.048, -3.515, -2.368], [-3.632, -3.692, -1.625], [-4.156, -4.885, -1.806], [-3.339, -5.905, -0.964], [-1.820, -5.968, -1.224], [-1.154, -4.506, -1.269], [-1.379, -4.115, -0.239], [-0.157, -4.405, -1.690], [-1.185, -6.481, -0.699], [-1.841, -6.365, -2.186], [-3.532, -7.078, -0.946], [-3.592, -5.456, 0.114], [-5.180, -5.026, -1.429], [-4.154, -5.290, -2.673], [-4.301, -2.885, -2.528], [-3.822, -3.001, -0.633], [-2.044, -3.890, -3.207], [-2.219, -1.504, -0.552], [-0.422, -1.764, -0.479], [-2.242, 0.242, -2.107], [0.603, 1.181, 0.184], [2.727, 2.945, -1.605], [-0.578, 0.306, 2.779], [-0.997, 0.706, 5.249], [0.281, 2.181, 6.496], [1.942, 3.662, 5.400], [4.184, 5.065, 1.852], [3.288, 5.361, 0.197], [4.501, 4.126, 0.462]], "forces_ev_per_angstrom": [[-1.6204, -2.9960, -4.1062], [6.2604, 9.9828, 11.5086], [9.8196, 9.1336, -7.5357], [-2.2910, -2.9859, 1.1021], [-5.0794, -0.4028, 11.6373], [2.1408, 0.8437, 0.4361], [-2.3287, -3.9316, 5.2488], [-1.1380, -0.1024, -2.9524], [-4.4529, -6.0025, -6.9671], [-5.5945, -4.8348, 5.2921], [-2.2428, -6.1396, -14.9894], [-0.1541, -0.7715, -8.1830], [0.1007, 3.5288, 8.4686], [8.0724, 1.0574, -7.2501], [-4.6568, -0.7531, 3.0758], [0.6939, -0.0483, -0.4768], [-4.0479, -0.3093, 9.9993], [-0.7923, -1.3988, -2.5125], [9.5089, 4.7813, -4.0723], [3.3444, -3.8189, -3.7148], [-6.9079, 4.2345, 0.1021], [2.6666, -4.6802, -7.4828], [-0.6704, 1.0222, -0.0658], [1.2020, -0.8383, 0.9388], [-0.6104, 0.8763, -1.4309], [3.7056, -0.6197, 2.8787], [-2.8943, 1.1663, 14.6839], [2.5315, 12.8454, -3.3948], [-2.8704, -7.3739, 5.9410], [0.3668, -1.5081, 4.3361], [-2.7403, 6.3286, -3.1947], [-3.1733, 0.7928, -1.7988], [0.9729, 0.0939, -1.0359], [0.4634, -0.5548, 0.8859], [2.6892, -3.5257, 3.6737], [0.6748, -0.8107, -2.0626], [-0.8659, 2.5490, -0.2240], [0.9056, -1.5139, -1.6176], [0.0151, 0.3182, -0.1190], [-0.0016, -1.8100, -6.6308], [1.7418, -1.9380, 2.6527], [0.8735, -2.3869, -2.2221], [-0.2054, -3.6424, -8.6682], [-7.1259, 0.4984, 5.6176], [-2.2665, -0.3770, -1.2475], [-0.1180, 0.2289, -0.2247], [1.5989, 1.0818, 2.8417], [-0.4785, -0.4791, 4.0085], [1.1096, 0.9131, 0.5112], [1.0602, 1.9572, -2.1901], [0.6520, 0.9186, -2.4455], [1.0142, -0.1627, -1.4582], [0.9882, 1.8708, 2.1969], [0.4721, -0.6453, 1.8997], [-0.3174, 0.3387, 0.3376]], "mulliken_charge": [-1.3679, 0.2517, -0.5645, 0.0727, -0.4457, -0.2081, -0.4851, -0.6532, 0.6206, -0.1887, 2.3880, -1.7844, 0.6887, 0.4402, -0.7423, 0.3757, -1.0113, 0.3337, -0.9752, 0.2455, -1.0661, -1.1863, 0.4444, 0.4381, 0.5695, 0.6325, -1.6867, -0.4929, -0.8535, -0.4183, -1.2312, -0.3879, 0.2694, 0.4320, 0.6227, 0.4141, 0.2618, 0.2581, 0.2794, 0.5658, 0.1816, 0.0866, 1.5149, 0.8931, 0.0909, 0.4858, -0.4027, 0.1322, 0.3171, 0.1707, 0.2642, 0.3645, 0.4212, 0.2906, 0.3337], "e_above_lowest_kcal_mol": 478.8, "gap_ev": 8.2, "e_tot_ha": -1206.70760, "e_homo_ev": -8.36}